[1]
A structure of composition C4H7NO2, computed with the ωB97M-V functional and the def2-TZVPD basis.

The geometry in ORCA input format:
```
! wB97M-V def2-TZVPD RIJCOSX def2/J DEFGRID3
* xyz 0 1
C 1.360 -1.314 0.116
C 0.348 -0.206 -0.014
C 0.649 1.092 -0.640
O -0.127 0.114 -1.308
C -0.707 -0.204 1.019
O -0.725 -0.654 2.244
N -1.884 0.159 1.267
H 2.139 -1.192 -0.641
H 1.818 -1.299 1.110
H 0.879 -2.286 -0.030
H 0.108 1.983 -0.326
H 1.653 1.248 -1.034
H -2.687 1.040 -0.858
H -2.852 1.630 -1.278
*
```

Values from the calculation:
Relative energy (zero: lowest compared OMol25 entry of this formula, charge and spin): 6.1824 eV

Mulliken atomic charge list, values in e, 6 entries: atom 1 (C): -1.294, atom 2 (C): 1.190, atom 3 (C): -0.628, atom 4 (O): -0.419, atom 5 (C): 0.455, atom 6 (O): -0.465



[2]
A cluster of 2 separate species, C6H8N2O2 in total in a non-equilibrium geometry, computed with the ωB97M-V functional and the def2-TZVPD basis.

The geometry in ORCA input format:
```
! wB97M-V def2-TZVPD RIJCOSX def2/J DEFGRID3
* xyz 0 1
C -1.567 -1.019 -0.064
C -0.367 -1.335 0.510
C 0.636 -0.462 0.639
C -0.948 1.302 0.009
C 2.657 0.106 -0.182
C 3.819 -0.482 -0.424
H -2.709 0.577 -0.652
H -0.240 -2.380 0.712
H 1.680 -0.756 0.903
H 1.241 1.586 0.161
H 1.889 -0.128 -0.838
H 2.544 0.908 0.581
H 3.887 -1.342 -1.097
H 4.687 -0.244 0.192
N -1.884 0.341 0.011
N 0.423 0.953 0.318
O -2.304 -1.966 -0.435
O -1.212 2.473 -0.215
*
```

Values from the calculation:
Relative energy (zero: lowest compared OMol25 entry of this formula, charge and spin): 3.3324 eV
SMILES: O=c1cc[nH]c(=O)[nH]1.C=C

Mulliken atomic charge list, values in e, 6 entries: atom 1 (C): 0.308, atom 2 (C): -0.307, atom 3 (C): -0.070, atom 4 (C): 0.241, atom 5 (C): -0.703, atom 6 (C): -0.572



[3]
A cluster of 2 separate species, C2H7OPS2 in total in a non-equilibrium geometry, computed with the ωB97M-V functional and the def2-TZVPD basis.

The geometry in ORCA input format:
```
! wB97M-V def2-TZVPD RIJCOSX def2/J DEFGRID3
* xyz 0 1
C -1.069 0.565 1.695
C -1.535 0.231 0.332
O 2.249 1.286 -1.909
P -0.854 1.386 -0.926
S -0.815 0.772 -2.723
S -0.279 3.155 -0.414
H -1.207 1.627 1.811
H -1.681 0.128 2.412
H -0.054 0.250 1.824
H -2.607 0.169 0.149
H -1.114 -0.841 0.047
H 1.478 1.571 -2.424
H 3.154 1.454 -2.121
*
```

Values from the calculation:
Relative energy (zero: lowest compared OMol25 entry of this formula, charge and spin): 1.0310 eV

Mulliken atomic charge list, values in e, 6 entries: atom 1 (C): -1.179, atom 2 (C): -0.388, atom 3 (O): -0.572, atom 4 (P): 0.504, atom 5 (S): -0.365, atom 6 (S): -0.262



[4]
The molecule C4H10N2O in a non-equilibrium geometry, computed with the ωB97M-V functional and the def2-TZVPD basis.

The geometry in ORCA input format:
```
! wB97M-V def2-TZVPD RIJCOSX def2/J DEFGRID3
* xyz 0 1
O 1.363 0.183 1.778
C 0.395 0.304 1.053
N -0.578 -0.707 0.950
C -0.420 -1.662 -0.130
N 0.901 -2.053 -0.627
C 0.474 1.308 -0.168
C -0.842 2.048 -0.333
H -0.755 -1.115 1.865
H -1.132 -2.664 0.181
H -0.852 -1.264 -1.027
H 1.371 -1.395 -1.250
H 1.614 -2.367 0.044
H 0.515 0.596 -1.055
H 1.381 1.894 -0.136
H -0.838 2.850 0.482
H -0.906 2.657 -1.253
H -1.690 1.386 -0.375
*
```

Values from the calculation:
Relative energy (zero: lowest compared OMol25 entry of this formula, charge and spin): 2.1420 eV
SMILES: CCC(=O)NCN

Mulliken atomic charge list, values in e, 6 entries: atom 1 (O): -0.571, atom 2 (C): 0.386, atom 3 (N): -0.165, atom 4 (C): -0.616, atom 5 (N): -0.541, atom 6 (C): -0.185



[5]
The molecule C6H11NOS in a non-equilibrium geometry, computed with the ωB97M-V functional and the def2-TZVPD basis.

The geometry in ORCA input format:
```
! wB97M-V def2-TZVPD RIJCOSX def2/J DEFGRID3
* xyz 0 1
C -3.189 -1.044 -0.562
C -1.837 -0.936 -0.515
C 0.574 0.152 -0.254
C 1.429 -0.781 -0.645
C -0.891 0.149 -0.480
C 2.902 -0.782 -0.449
N -0.907 2.592 1.438
O -2.668 2.172 -0.271
S -1.340 1.751 -0.032
H -3.802 -1.988 -0.605
H -3.837 -0.179 -0.532
H -1.490 -1.909 -0.782
H 1.109 1.095 -0.209
H 1.134 -1.795 -1.048
H 3.372 -1.115 -1.401
H 3.351 -1.615 0.117
H 3.251 0.256 -0.224
H -1.232 3.500 1.617
H -1.259 2.109 2.231
H -0.259 2.379 -0.780
*
```

Values from the calculation:
Relative energy (zero: lowest compared OMol25 entry of this formula, charge and spin): 6.0050 eV
SMILES: C=CC(/C=C/C)=[S@H](N)=O

Mulliken atomic charge list, values in e, 6 entries: atom 1 (C): -0.918, atom 2 (C): -0.317, atom 3 (C): -0.270, atom 4 (C): -0.127, atom 5 (C): 0.872, atom 6 (C): -1.153



[6]
The molecule C2H5NO2 in a non-equilibrium geometry, computed with the ωB97M-V functional and the def2-TZVPD basis.

The geometry in ORCA input format:
```
! wB97M-V def2-TZVPD RIJCOSX def2/J DEFGRID3
* xyz 0 1
C 0.455 -0.365 -1.526
C -0.273 0.555 0.886
N -0.092 -0.709 -0.285
O 1.262 -0.954 -0.570
O -1.309 0.267 1.706
H 0.156 -1.006 -2.354
H 0.677 0.671 -1.775
H -0.496 1.452 0.313
H 0.717 0.583 1.348
H -1.097 -0.494 2.256
*
```

Values from the calculation:
Relative energy (zero: lowest compared OMol25 entry of this formula, charge and spin): 4.3188 eV
SMILES: OCN1CO1

Mulliken atomic charge list, values in e, 6 entries: atom 1 (C): -0.031, atom 2 (C): -0.276, atom 3 (N): -0.260, atom 4 (O): -0.349, atom 5 (O): -0.469, atom 6 (H): 0.223



One value per record, in order, for gap between HOMO and LUMO: 10.1, 9.7, 8.4, 10.3, 7.6, 10.0 eV.
One value per record, in order, for HOMO: -9.96, -9.58, -9.26, -9.43, -7.22, -9.05 eV.
One value per record, in order, for LUMO: 0.11, 0.08, -0.88, 0.86, 0.42, 0.98 eV.